ORCA calculation (ωB97M-V/def2-TZVPD) on a gas-phase ion, C8H10N5O (charge +1).

Results
Frontier orbital gap = 9.51 eV

```
! wB97M-V def2-TZVPD RIJCOSX def2/J DEFGRID3
* xyz 1 1
N -4.236 -0.962 -0.265
C -3.163 -1.280 -0.013
N -1.942 -1.455 0.316
C -1.285 -2.578 0.235
N -0.047 -2.772 0.719
C 0.775 -1.698 1.226
C 1.535 -0.857 0.221
C 0.895 0.418 -0.178
N -0.409 0.562 -0.374
C -0.682 1.928 -0.687
C 0.556 2.522 -0.669
C 0.702 3.988 -0.872
O 1.692 4.567 -0.531
N 1.511 1.589 -0.249
H -1.633 -3.538 -0.220
H 0.471 -3.546 0.381
H 1.442 -2.031 2.026
H 0.042 -1.036 1.832
H 1.817 -1.554 -0.584
H 2.356 -0.618 0.725
H -1.191 -0.015 -0.157
H -1.615 2.464 -1.007
H -0.118 4.397 -1.563
H 2.526 1.507 -0.312
*
```

ORCA calculation (ωB97M-V/def2-TZVPD) on a molecular structure, C8H10N9O4PtS2.

Results
Frontier orbital gap = 5.36 eV

```
! wB97M-V def2-TZVPD RIJCOSX def2/J DEFGRID3
* xyz -1 1
Pt -0.793 0.819 -0.364
N -4.136 0.121 -3.134
C -3.118 0.179 -2.196
S -2.377 1.732 -1.976
N -2.838 -0.889 -1.512
N -1.943 -0.753 -0.545
C -1.335 -1.933 -0.047
C -0.653 -1.629 1.270
C -0.127 -2.666 2.013
C 0.637 -2.378 3.139
C 0.886 -1.039 3.429
C 0.297 -0.066 2.651
N -0.501 -0.338 1.613
H -4.062 0.860 -3.820
H -4.261 -0.795 -3.538
H -2.068 -2.758 0.047
H -0.311 -3.685 1.705
H 1.028 -3.174 3.756
H 1.518 -0.767 4.261
H 0.464 0.983 2.837
N 3.736 2.937 0.718
N 2.490 2.891 0.133
N 2.272 3.266 -1.124
C 1.004 2.965 -1.290
N 0.463 2.425 -0.184
N 1.420 2.379 0.732
H 4.390 3.226 -0.006
H 3.979 2.007 1.060
H 0.461 3.152 -2.193
O 1.287 -0.560 -0.407
S 0.754 -1.336 -1.523
O -0.337 -2.435 -0.921
O 0.041 -0.520 -2.484
O 1.733 -2.220 -2.099
*
```

ORCA calculation (ωB97M-V/def2-TZVPD) on a gas-phase ion, C8H10NO2 (charge +1).

Results
Frontier orbital gap = 9.28 eV

```
! wB97M-V def2-TZVPD RIJCOSX def2/J DEFGRID3
* xyz 1 1
C -3.320 0.183 -0.511
N -1.946 -0.272 -0.205
C -1.504 -0.930 0.789
O -0.338 -1.434 0.891
C 0.767 -0.736 0.437
C 1.850 -1.384 -0.074
C 3.013 -0.739 -0.408
C 2.949 0.682 -0.459
C 1.892 1.337 0.208
C 0.764 0.646 0.638
O -0.416 1.163 1.005
H -3.289 1.274 -0.453
H -3.539 -0.064 -1.528
H -4.061 -0.522 -0.010
H -1.303 0.007 -0.953
H -2.226 -1.343 1.605
H 1.793 -2.512 -0.265
H 3.800 -1.136 -0.986
H 3.767 1.209 -0.865
H 1.852 2.451 0.227
H -0.504 2.120 0.914
*
```

ORCA calculation (ωB97M-V/def2-TZVPD) on 2 unconnected molecules or ions with the total composition C8H10NO2.

Results
Frontier orbital gap = 3.36 eV

```
! wB97M-V def2-TZVPD RIJCOSX def2/J DEFGRID3
* xyz 1 1
C 1.150 1.183 -2.586
C 1.344 -0.163 -2.794
C 0.877 1.597 -1.297
C 1.263 -1.026 -1.752
C -2.271 0.560 2.149
C -2.213 -0.717 2.150
C 0.842 0.712 -0.248
C 1.156 -0.625 -0.459
N 1.236 -1.460 0.565
O -1.304 1.433 2.607
O -2.409 -1.973 1.941
H 1.268 1.878 -3.458
H 1.324 -0.420 -3.820
H 0.860 2.674 -0.981
H 1.191 -2.026 -2.035
H -3.075 0.984 1.431
H -3.043 -2.480 2.586
H 0.723 0.996 0.783
H -1.525 2.243 3.089
H 0.812 -1.128 1.506
H 1.795 -2.240 0.623
*
```

ORCA calculation (ωB97M-V/def2-TZVPD) on a molecular structure, C8H10NO3.

Results
Frontier orbital gap = 7.73 eV

```
! wB97M-V def2-TZVPD RIJCOSX def2/J DEFGRID3
* xyz -1 1
C 0.576 -2.298 0.867
C 0.059 -2.073 -0.383
C 0.496 -1.372 1.972
C 1.061 -0.370 -1.490
C -0.339 -0.785 -0.810
C -0.550 0.336 0.720
C -0.356 2.291 -1.007
C 0.074 1.638 0.338
N -0.021 -0.187 1.907
O 2.081 -0.380 -0.779
O 0.869 -0.152 -2.704
O -2.017 0.401 0.822
H 1.087 -3.291 1.189
H 0.066 -2.891 -1.117
H 0.971 -1.725 2.904
H -1.197 -0.831 -1.483
H -0.535 3.491 -0.861
H -1.371 1.917 -1.175
H 0.239 2.037 -1.817
H -0.090 2.448 1.027
H 1.071 1.526 0.155
H -2.175 0.270 1.725
*
```

ORCA calculation (ωB97M-V/def2-TZVPD) on a molecular structure, C8H10NiO4S.

Results
Frontier orbital gap (spin up / spin down) = 7.67 / 5.98 eV
⟨S²⟩ = 2.02

```
! wB97M-V def2-TZVPD RIJCOSX def2/J DEFGRID3
* xyz 2 3
Ni -0.149 0.061 -0.028
O 0.365 -1.200 2.622
C 0.019 -0.526 1.758
C -0.015 0.823 -1.696
O -0.288 1.283 -2.713
C -0.706 1.642 0.774
O -0.907 2.612 1.357
C 0.307 -1.589 -0.900
O 0.993 -2.461 -1.216
C -2.280 -1.032 0.517
H -2.017 -2.092 0.615
H -2.708 -0.540 1.398
C -2.327 -0.426 -0.707
H -2.746 0.581 -0.830
H -2.172 -0.995 -1.632
C 3.796 1.820 0.070
S 2.564 0.535 0.185
C 3.356 -0.898 0.872
H 3.317 2.732 -0.300
H 4.579 1.527 -0.630
H 4.240 2.021 1.045
H 4.337 -1.046 0.393
H 3.471 -0.760 1.956
H 2.719 -1.784 0.706
*
```

ORCA calculation (ωB97M-V/def2-TZVPD) on C8H10O2S2 in the gas phase.

Results
Frontier orbital gap = 8.65 eV

```
! wB97M-V def2-TZVPD RIJCOSX def2/J DEFGRID3
* xyz 0 1
C -1.328 -2.430 -0.326
C -0.576 -1.216 0.061
C 0.746 -1.483 0.354
C 1.746 -0.388 0.501
O 2.856 -0.765 1.174
S 1.981 0.493 -1.180
C 1.308 1.048 0.438
C -0.184 1.297 0.312
C -0.471 2.620 -0.363
S -1.060 0.861 1.855
C -1.092 0.093 0.210
O -2.110 0.355 -0.599
H -1.057 -3.116 0.437
H -0.998 -2.675 -1.337
H -2.376 -2.450 -0.248
H 1.237 -2.404 0.135
H 3.152 -1.582 0.824
H 1.973 1.765 0.826
H -1.583 2.793 -0.512
H -0.010 2.497 -1.431
H -0.142 3.614 0.104
H -2.011 1.073 -1.233
*
```

ORCA calculation (ωB97M-V/def2-TZVPD) on C8H10O3 in the gas phase.

Results
Frontier orbital gap = 8.85 eV

```
! wB97M-V def2-TZVPD RIJCOSX def2/J DEFGRID3
* xyz 0 1
C 1.799 1.966 -0.591
O 0.940 0.667 -0.795
C 0.316 0.004 0.128
O 1.310 -0.515 1.084
C 1.723 -1.795 0.557
C -0.699 0.778 1.160
C -2.124 0.657 1.161
C -2.816 -0.036 0.088
O -4.097 0.185 -0.037
C -1.942 -0.893 -0.965
C -0.569 -1.152 -0.634
H 1.153 2.879 -0.869
H 2.588 1.667 -1.558
H 2.199 1.944 0.338
H 2.296 -2.527 1.359
H 0.959 -2.495 -0.096
H 2.467 -1.190 -0.063
H -0.066 1.542 1.468
H -2.751 1.503 1.535
H -2.466 -1.426 -1.736
H -0.222 -1.763 -1.535
*
```

ORCA calculation (ωB97M-V/def2-TZVPD) on C8H10OS in the gas phase.

Results
Frontier orbital gap (spin up / spin down) = 6.59 / 6.52 eV
⟨S²⟩ = 2.01

```
! wB97M-V def2-TZVPD RIJCOSX def2/J DEFGRID3
* xyz 0 3
C 1.067 1.940 -0.613
C 1.864 1.651 0.558
C 0.242 1.024 -1.218
C 1.729 0.388 1.116
C 0.160 -0.339 -0.745
C 0.958 -0.648 0.501
C -2.093 -0.478 0.283
C -1.190 -1.101 -0.791
O 0.538 -1.610 1.500
S 1.675 -1.427 -0.932
H 0.965 2.913 -1.097
H 2.347 2.397 0.997
H -0.380 1.338 -2.053
H 2.389 0.161 1.950
H -1.721 -0.532 1.327
H -2.906 -1.151 0.444
H -2.571 0.487 -0.063
H -1.610 -1.087 -1.836
H -1.092 -2.175 -0.610
H -0.371 -1.754 1.282
*
```

ORCA calculation (ωB97M-V/def2-TZVPD) on a molecular structure, C8H10S.

Results
Frontier orbital gap = 5.36 eV

```
! wB97M-V def2-TZVPD RIJCOSX def2/J DEFGRID3
* xyz 0 1
C 1.254 -1.878 0.010
C 2.434 -1.817 0.246
C -0.193 -1.850 -0.253
C -0.189 0.466 0.833
C 0.700 1.226 -0.075
C -0.748 -0.431 -0.290
C 1.868 2.075 0.193
C -2.247 -0.381 -0.494
S 0.179 0.585 -1.567
H -0.400 -2.348 -1.206
H -0.712 -2.398 0.542
H 0.342 -0.080 1.618
H -0.961 1.081 1.308
H 1.789 3.036 -0.318
H 2.773 1.586 -0.178
H 1.975 2.242 1.263
H -2.752 -0.806 0.372
H -2.529 -0.954 -1.377
H -2.584 0.645 -0.627
*
```

ORCA calculation (ωB97M-V/def2-TZVPD) on C8H11BBrClO3 in the gas phase.

Results
Frontier orbital gap = 8.15 eV

```
! wB97M-V def2-TZVPD RIJCOSX def2/J DEFGRID3
* xyz 0 1
C -3.057 -1.328 0.861
O -2.360 -0.246 0.256
C -0.942 -0.324 0.226
C -0.245 -1.448 0.671
C 1.023 -1.708 1.022
Cl 1.594 -3.369 0.805
C -0.458 0.598 -0.670
C -1.357 1.495 -1.477
C 0.941 0.725 -0.801
C 1.884 0.612 0.109
Br 1.581 1.278 1.909
B 3.421 0.748 -0.234
O 3.712 0.616 -1.557
O 4.303 0.786 0.781
H -4.012 -1.219 0.434
H -3.088 -1.133 2.042
H -2.698 -2.329 0.730
H -0.774 -2.359 0.567
H 1.675 -0.872 1.230
H -1.904 0.896 -2.124
H -0.706 2.092 -2.177
H -2.008 2.051 -0.837
H 1.440 0.610 -1.863
H 4.654 0.522 -1.615
H 5.083 1.089 0.295
*
```

ORCA calculation (ωB97M-V/def2-TZVPD) on 2 unconnected molecules or ions with the total composition C8H11Br2NO2.

Results
Frontier orbital gap = 7.85 eV

```
! wB97M-V def2-TZVPD RIJCOSX def2/J DEFGRID3
* xyz 0 1
C 3.888 -0.196 0.635
C 2.920 0.926 0.289
O 1.563 0.586 0.600
C 0.868 0.015 -0.399
O 1.299 -0.241 -1.496
N -0.425 -0.236 -0.052
C -1.245 -0.046 1.033
C -2.447 -0.480 0.286
C -3.970 -0.828 0.267
C -5.054 -1.221 -0.591
Br -6.740 -1.595 0.126
C -1.523 -0.674 -0.905
H 3.666 -1.081 0.043
H 4.900 0.131 0.420
H 3.813 -0.456 1.688
H 2.984 1.157 -0.777
H 3.130 1.825 0.874
H -1.022 0.305 2.019
H -4.317 -0.741 1.297
H -4.957 -1.335 -1.657
H -1.418 -1.700 -1.259
H -1.677 -0.014 -1.760
Br -4.153 3.137 -0.041
H -4.564 2.095 -0.880
*
```

Total energy
In order: -17948.028 -54975.347 -14034.877 -14031.036 -16089.658 -68505.720 -34220.903 -14592.970 -21336.019 -19287.328 -97857.132 -154141.422
Unit: eV